{"formula": "C17H45As3BCaF4NO7P2S", "method": "wB97M-V/def2-TZVPD", "relative_energy_kcal_mol": 68.1, "e_homo_ev": -7.81, "fmax_ev_per_a": 3.230, "charge": 0, "gap_ha": 0.2868, "e_lumo_ha": -0.0002, "energy_ha": -10146.84038, "symbols": ["As", "As", "As", "Ca", "S", "P", "P", "F", "F", "F", "F", "O", "O", "O", "O", "O", "O", "O", "N", "C", "C", "C", "C", "C", "C", "C", "C", "C", "C", "C", "C", "C", "C", "C", "C", "C", "B", "H", "H", "H", "H", "H", "H", "H", "H", "H", "H", "H", "H", "H", "H", "H", "H", "H", "H", "H", "H", "H", "H", "H", "H", "H", "H", "H", "H", "H", "H", "H", "H", "H", "H", "H", "H", "H", "H", "H", "H", "H", "H", "H", "H", "H"], "coordinates": [[-2.4574, -3.6835, 5.4066], [-3.4023, -0.8255, 2.3438], [0.4427, -1.2868, 1.6321], [0.0561, -0.3697, -1.0214], [2.3111, 1.4978, -2.1006], [-1.6207, 1.5281, -2.7147], [-1.8023, 1.5448, 0.2334], [-0.1296, -3.9357, -1.1706], [-0.5112, -1.9320, -2.1831], [1.1177, -3.3055, -2.9770], [1.3736, -2.2640, -0.9811], [-0.2153, 1.2482, -2.3424], [-1.6646, 0.1015, -0.0938], [-1.8614, 2.6483, -3.7173], [-0.3326, 2.3041, 0.1563], [-2.2982, 0.1727, -3.1981], [2.0630, 0.2554, -1.3399], [-2.4477, 2.0080, 1.4757], [-2.3599, 3.6817, -1.5347], [4.1741, 1.6335, -2.0146], [-2.6231, -5.3550, 4.3744], [-1.1352, -1.2324, 4.3607], [-2.5732, 2.2371, -1.2874], [1.8537, -0.3627, -4.1336], [-1.2547, -2.7375, 4.1438], [0.0047, -0.6664, 3.5000], [-0.7623, -0.9434, 5.8260], [-2.4732, -0.5453, 4.0902], [1.3589, -3.0032, 2.0385], [-1.0755, -4.4161, 6.6220], [2.2090, 1.0908, -3.9049], [2.1022, -0.2224, 1.7097], [4.8453, 0.2926, -2.2236], [-4.5154, -2.3986, 2.8798], [-4.0394, 1.8904, -1.3194], [-4.8537, 0.4504, 2.8058], [0.4641, -2.9225, -1.8500], [4.4779, 2.3791, -2.7462], [5.8764, 0.3172, -1.8813], [4.3150, -0.4612, -1.6436], [-3.0332, 0.3080, -3.7967], [-4.5651, 2.4107, -0.5196], [0.1529, -1.4665, 6.1001], [-3.1732, -0.8490, 4.8786], [-4.6797, -2.4306, 3.9577], [-3.1336, 4.2691, -1.2241], [0.9453, -0.8163, 4.0466], [-2.1855, 3.5814, -2.6743], [0.6581, -3.8323, 1.9765], [1.8386, -2.9906, 3.0195], [-4.4916, 2.1435, -2.2800], [-2.3398, 0.5372, 4.1659], [2.6804, -0.3917, 0.8071], [-4.1435, 0.8221, -1.1336], [2.7039, -0.4899, 2.5825], [-2.9619, -6.1477, 5.0420], [2.1188, -3.1495, 1.2719], [-0.6751, -3.6532, 7.2858], [0.8154, -0.5485, -3.8597], [-0.6061, 0.1230, 5.9840], [-5.6557, 0.3854, 2.0702], [-0.1453, 0.4143, 3.3900], [1.9872, -0.6153, -5.1839], [4.8344, 0.0046, -3.2700], [-4.0412, -3.3289, 2.5751], [-5.4846, -2.3425, 2.3847], [-1.5606, -1.2738, 6.4937], [4.3872, 2.0153, -1.0158], [-0.2636, -3.1933, 4.2242], [-0.1386, 2.5181, 1.0717], [2.4798, -1.0254, -3.5387], [1.8507, 0.8380, 1.7667], [-3.3531, -5.2546, 3.5754], [-5.2635, 0.2413, 3.7932], [1.4260, 1.7466, -4.2871], [-4.4528, 1.4581, 2.7930], [3.1607, 1.3619, -4.3580], [-1.4845, 3.9698, -1.0913], [-1.6172, -2.8966, 3.1189], [-1.6665, -5.6454, 3.9410], [-1.5271, -5.1918, 7.2403], [-0.2563, -4.8639, 6.0608]], "atomic_forces_ev_per_a": [[0.171, -0.322, 0.077], [-0.774, -0.290, 0.706], [0.753, -0.751, 2.148], [2.036, -1.045, 0.928], [2.243, 1.924, -1.302], [-1.120, 1.114, -1.635], [-0.668, 1.556, 0.535], [-0.440, -0.534, 0.271], [-1.122, -1.110, -1.389], [0.239, -0.203, -0.633], [0.450, 0.139, 0.256], [-0.310, 0.668, -0.868], [-2.113, 0.716, 0.581], [-0.012, -0.150, 0.149], [-0.261, -0.589, -0.213], [0.248, 0.008, 0.395], [0.924, -0.663, 0.521], [-0.131, 0.148, 0.174], [0.248, 0.307, -0.254], [-0.658, -0.109, 0.087], [0.004, 0.043, 0.022], [-0.039, 0.016, -0.009], [0.618, -0.923, 0.396], [0.032, -0.084, 0.186], [0.084, -0.121, -0.070], [0.042, -0.002, -0.294], [-0.105, -0.083, -0.140], [-0.217, 0.074, -0.030], [-0.152, 0.218, -0.157], [-0.077, 0.038, -0.055], [-0.206, 0.168, 0.266], [0.134, 0.029, -0.058], [-0.170, -0.022, 0.074], [0.233, 0.078, 0.002], [-0.200, -0.150, 0.007], [0.215, -0.028, -0.088], [0.495, -1.091, -0.069], [-0.057, 0.145, -0.024], [0.104, 0.059, -0.018], [0.050, -0.127, -0.030], [-0.267, 0.034, -0.245], [-0.056, 0.057, 0.064], [0.119, -0.057, 0.044], [-0.045, 0.111, -0.149], [-0.026, 0.081, -0.010], [0.168, -0.118, -0.027], [-0.076, 0.045, -0.178], [-0.154, 0.368, 0.250], [-0.034, 0.000, 0.018], [-0.099, 0.117, -0.018], [-0.049, -0.025, -0.029], [-0.029, 0.040, 0.002], [0.078, 0.007, -0.033], [-0.116, -0.026, -0.080], [-0.163, -0.030, -0.032], [0.012, 0.033, 0.025], [-0.045, 0.038, -0.028], [-0.023, 0.100, -0.018], [0.078, -0.084, -0.118], [-0.010, 0.092, 0.005], [0.009, -0.072, -0.035], [0.089, -0.001, 0.058], [-0.047, -0.006, -0.046], [0.020, -0.121, -0.127], [0.045, -0.051, -0.049], [0.020, 0.083, -0.091], [-0.005, 0.042, 0.062], [-0.124, 0.083, 0.019], [-0.070, -0.107, -0.032], [0.206, 0.300, 0.359], [-0.020, -0.073, -0.053], [0.042, 0.034, -0.023], [-0.043, 0.067, -0.026], [0.004, -0.124, 0.046], [0.100, 0.022, -0.009], [0.082, 0.097, -0.046], [0.040, 0.028, 0.031], [-0.144, 0.147, 0.011], [0.019, -0.223, 0.145], [0.058, 0.015, 0.013], [-0.075, 0.010, -0.013], [0.038, 0.016, -0.087]], "lowdin_charge": [1.122, 1.173, 1.176, 1.262, 0.971, 0.368, 0.265, 0.187, -0.028, 0.188, 0.003, -0.475, -0.572, -0.276, -0.175, -0.079, -0.689, -0.307, 0.133, -0.354, -0.334, -0.707, -0.527, -0.112, -0.387, -0.324, -0.085, -0.372, -0.286, -0.340, -0.343, -0.303, -0.130, -0.352, -0.067, -0.330, -1.336, 0.081, 0.078, 0.071, 0.095, 0.090, 0.081, 0.055, -0.010, 0.158, 0.069, 0.105, 0.020, 0.027, 0.092, 0.073, 0.002, 0.092, 0.034, 0.016, 0.022, 0.005, 0.062, 0.087, 0.012, 0.072, 0.091, 0.072, -0.014, 0.013, 0.058, 0.080, 0.062, 0.072, 0.075, 0.020, -0.001, 0.021, 0.078, -0.007, 0.079, 0.142, 0.051, 0.024, 0.013, 0.021]}